No. 1
# C6H12O

An isolated molecule of C6H12O at a distorted geometry (ωB97M-V with the def2-TZVPD basis set, the OMol25 dataset).

Element x y z (Å)
H  -0.89  -3.18  -0.67
C  -1.19  -2.15  -0.84
C  2.12  1.16  -0.26
H  -1.19  -0.17  1.86
H  3.10  1.05  0.22
H  1.04  0.47  1.49
H  -0.83  0.84  -0.98
C  -0.48  0.75  0.07
H  1.84  2.21  -0.20
H  -2.41  -0.34  0.55
H  -0.95  -1.93  -1.90
O  -0.66  2.02  0.68
H  -0.22  2.67  0.13
H  -2.28  -2.05  -0.74
H  1.53  -0.74  0.40
C  -0.54  -1.45  0.30
H  2.24  0.87  -1.32
C  -1.34  -0.30  0.79
C  1.10  0.28  0.41

Values from the calculation:
Kohn-Sham gap (eV): 8.069
Energy relative to the best compared isomer or geometry (same formula, charge and spin) (kJ/mol): 518.0
HOMO energy (eV): -7.62
Max |F| (eV Å⁻¹): 1.46

=====

No. 2
# C6H12O

An isolated molecule of C6H12O (ωB97M-V with the def2-TZVPD basis set, the OMol25 dataset).

Element x y z (Å)
H  1.13  -1.32  0.65
H  2.40  0.47  -0.20
O  -1.55  0.67  0.33
H  -1.56  0.51  1.28
H  -0.24  -1.25  1.75
C  0.88  0.75  1.26
C  -0.61  -0.29  -0.21
H  -2.15  -0.64  -1.58
H  1.70  2.08  -0.33
H  -0.10  1.22  -1.69
H  1.59  0.80  2.09
C  -1.51  -1.27  -0.94
C  0.40  0.45  -1.10
C  0.29  -0.68  0.97
H  0.13  1.52  1.46
H  0.86  -0.26  -1.80
H  -2.18  -1.78  -0.24
C  1.47  1.03  -0.13
H  -1.00  -2.00  -1.58

Values from the calculation:
Kohn-Sham gap (eV): 10.909
Energy relative to the best compared isomer or geometry (same formula, charge and spin) (kJ/mol): 55.5
HOMO energy (eV): -9.90
Max |F| (eV Å⁻¹): 0.60

=====

No. 3
# C6H12O

An isolated molecule of C6H12O (ωB97M-V with the def2-TZVPD basis set, the OMol25 dataset).

Element x y z (Å)
H  -1.68  0.83  1.46
H  -0.51  1.88  0.64
C  2.29  0.78  -0.29
H  -2.67  -0.61  -1.23
H  2.56  1.59  0.40
H  -2.38  -1.42  0.31
H  3.20  0.48  -0.82
H  -1.51  -1.95  -1.14
C  -1.30  1.13  0.48
C  -0.78  -0.08  -0.30
H  -2.12  1.62  -0.06
O  1.27  -1.51  -0.26
H  1.59  1.18  -1.03
C  0.31  -0.77  0.49
C  -1.90  -1.07  -0.61
H  2.31  -0.66  1.36
C  1.73  -0.38  0.48
H  -0.35  0.26  -1.24
H  -0.05  -1.30  1.38

Values from the calculation:
Kohn-Sham gap (eV): 11.152
Energy relative to the best compared isomer or geometry (same formula, charge and spin) (kJ/mol): 105.9
HOMO energy (eV): -10.03
Max |F| (eV Å⁻¹): 0.28

=====

No. 4
# C6H12O

An isolated molecule of C6H12O (ωB97M-V with the def2-TZVPD basis set, the OMol25 dataset).

Element x y z (Å)
C  0.74  0.48  0.97
H  -1.57  -0.58  -1.81
H  0.25  2.04  -0.49
H  0.96  0.46  2.05
H  -0.28  -1.43  1.31
C  0.29  1.90  0.60
C  -0.23  -0.66  0.53
H  0.49  -0.85  -1.60
H  -2.57  -1.65  -0.79
O  -1.51  -0.17  0.24
H  2.29  0.49  -0.64
C  1.81  -0.18  0.07
H  -3.03  0.06  -1.03
H  0.97  2.66  1.00
C  -2.19  -0.63  -0.90
H  -0.71  2.10  0.99
C  0.75  -1.13  -0.57
H  2.57  -0.71  0.64
H  0.96  -2.21  -0.57

Values from the calculation:
Kohn-Sham gap (eV): 10.375
Energy relative to the best compared isomer or geometry (same formula, charge and spin) (kJ/mol): 155.6
HOMO energy (eV): -9.28
Max |F| (eV Å⁻¹): 0.39

=====

No. 5
# C6H12O

A cluster of 2 separate species, C6H12O in total at a distorted geometry (ωB97M-V with the def2-TZVPD basis set, the OMol25 dataset).

Element x y z (Å)
H  3.15  -0.29  2.05
C  2.40  -1.16  2.03
H  -1.12  -2.21  -3.17
H  -2.11  0.51  -0.43
C  -0.54  1.18  0.75
H  -0.22  2.16  0.93
H  2.40  -1.79  2.84
H  2.81  -1.58  1.11
C  1.09  -0.36  1.83
H  0.82  0.14  2.88
H  0.13  2.10  -1.75
H  0.75  -0.45  -0.18
H  -0.94  -0.96  -2.30
C  0.54  0.04  0.75
O  -1.54  -1.80  -2.48
H  -1.27  0.86  1.57
H  -1.11  1.58  -2.65
C  -0.81  1.61  -1.67
C  -1.18  1.07  -0.55

Values from the calculation:
Kohn-Sham gap (eV): 10.397
Energy relative to the best compared isomer or geometry (same formula, charge and spin) (kJ/mol): 315.5
HOMO energy (eV): -9.48
Max |F| (eV Å⁻¹): 5.82

=====

No. 6
# C6H12O

A cluster of 2 separate species, C6H12O in total (ωB97M-V with the def2-TZVPD basis set, the OMol25 dataset).

Element x y z (Å)
H  0.74  -1.40  1.94
H  -3.26  2.27  -1.02
C  1.05  -1.17  0.92
C  0.18  -0.32  0.15
O  -1.52  0.18  -1.42
H  -0.88  2.05  -1.99
H  -0.79  -0.05  0.54
C  1.83  -2.27  0.19
H  3.17  -1.17  1.56
H  1.64  -2.38  -0.87
C  -2.38  2.19  -0.38
H  2.89  -0.34  -0.05
H  -2.67  1.64  0.51
H  0.39  -0.14  -0.90
H  -2.06  3.20  -0.09
H  -0.32  1.47  -0.40
C  -1.27  1.44  -1.14
H  1.93  -3.20  0.74
C  2.56  -1.08  0.67

Values from the calculation:
Kohn-Sham gap (alpha / beta) (eV): 8.618 / 7.324
Energy relative to the best compared isomer or geometry (same formula, charge and spin) (kJ/mol): 513.0
HOMO energy (alpha / beta) (eV): -8.94 / -8.10
Max |F| (eV Å⁻¹): 0.59

=====

No. 7
# C6H12O

An isolated molecule of C6H12O (ωB97M-V with the def2-TZVPD basis set, the OMol25 dataset).

Element x y z (Å)
H  -2.04  1.91  -0.13
O  1.28  0.36  1.42
C  -1.76  -0.28  0.02
H  -2.64  -0.57  0.61
H  -1.20  1.32  1.33
H  -0.50  -1.38  1.43
C  0.04  1.21  -0.40
H  -2.01  -0.42  -1.04
H  -0.44  -1.99  -0.22
H  -0.06  1.11  -1.49
C  -0.49  -1.06  0.38
H  2.00  -0.24  1.65
H  0.60  2.12  -0.19
H  2.71  -0.96  -0.26
C  1.78  -0.66  -0.77
C  -1.34  1.17  0.25
H  2.05  -0.04  -1.62
H  1.30  -1.56  -1.14
C  0.72  -0.05  0.17

Values from the calculation:
Kohn-Sham gap (eV): 10.886
Energy relative to the best compared isomer or geometry (same formula, charge and spin) (kJ/mol): 35.0
HOMO energy (eV): -9.91
Max |F| (eV Å⁻¹): 0.63

=====

No. 8
# C6H12O

A structure of composition C6H12O (ωB97M-V with the def2-TZVPD basis set, the OMol25 dataset).

Element x y z (Å)
H  -1.99  -0.55  1.33
H  2.91  -0.89  -0.44
C  -1.97  0.03  -0.78
H  -1.77  -0.31  -1.79
C  1.53  0.57  0.38
O  -0.35  1.20  -1.05
C  0.24  1.24  0.07
H  2.45  0.40  -1.58
H  -1.16  -1.74  0.16
C  2.09  -0.25  -0.77
H  -0.07  1.99  0.82
H  0.38  0.20  2.23
H  0.59  -1.25  1.16
H  -2.77  -0.92  -0.35
H  2.28  1.17  0.91
C  -1.60  -0.76  0.34
H  1.30  -0.88  -1.20
H  -2.60  0.91  -0.65
C  0.51  -0.16  1.21

Values from the calculation:
Kohn-Sham gap (eV): 8.688
Energy relative to the best compared isomer or geometry (same formula, charge and spin) (kJ/mol): 554.3
HOMO energy (eV): -7.82
Max |F| (eV Å⁻¹): 0.38

=====

No. 9
# C6H12O

An isolated molecule of C6H12O (ωB97M-V with the def2-TZVPD basis set, the OMol25 dataset).

Element x y z (Å)
H  2.15  -1.76  0.09
C  1.57  0.35  -0.06
H  -2.49  2.05  -0.62
C  -2.13  -0.01  -0.02
C  -0.99  -0.95  0.32
H  -2.77  -0.49  -0.77
C  0.90  0.34  1.30
H  -2.75  0.11  0.89
H  3.29  -0.76  -0.82
H  -1.35  -1.89  0.74
H  -0.36  -1.18  -0.55
H  2.09  1.31  -0.16
C  -1.66  1.36  -0.51
O  -0.21  -0.35  1.40
H  -1.15  1.28  -1.47
H  0.96  0.21  -0.96
H  -0.95  1.80  0.21
C  2.63  -0.78  0.05
H  3.22  -0.65  0.96

Values from the calculation:
Kohn-Sham gap (eV): 8.802
Energy relative to the best compared isomer or geometry (same formula, charge and spin) (kJ/mol): 310.7
HOMO energy (eV): -7.94
Max |F| (eV Å⁻¹): 0.44

=====

No. 10
# C6H12O

A cluster of 2 separate species, C6H12O in total (ωB97M-V with the def2-TZVPD basis set, the OMol25 dataset).

Element x y z (Å)
H  0.52  1.30  -0.65
O  1.87  0.67  1.42
H  -1.50  -0.80  1.28
H  2.12  -2.60  -1.39
H  0.19  1.17  2.42
C  2.04  -1.67  -0.82
H  0.03  2.73  0.29
H  2.46  -0.85  -1.40
H  2.59  -1.76  0.12
C  -1.59  -0.34  0.29
H  -1.95  1.54  -0.68
C  0.75  1.11  1.45
H  -1.82  -0.71  -1.77
C  -0.01  1.63  0.25
H  -2.01  1.61  1.08
C  -1.48  1.16  0.24
H  0.99  -1.46  -0.60
H  -1.76  -2.21  -0.68
C  -1.74  -1.12  -0.77

Values from the calculation:
Kohn-Sham gap (eV): 10.794
Energy relative to the best compared isomer or geometry (same formula, charge and spin) (kJ/mol): 134.9
HOMO energy (eV): -9.80
Max |F| (eV Å⁻¹): 0.54

=====

No. 11
# C6H12O

An isolated molecule of C6H12O at a distorted geometry (ωB97M-V with the def2-TZVPD basis set, the OMol25 dataset).

Element x y z (Å)
C  -1.05  0.20  0.59
C  0.54  0.10  -1.31
C  -0.37  0.81  -0.36
H  -0.63  1.85  -0.54
O  -3.31  -0.33  1.00
H  0.94  -1.64  0.02
H  3.49  -0.16  -0.61
C  -2.31  0.66  1.25
H  1.79  -1.66  -1.50
H  -0.90  -0.86  0.79
H  1.32  0.77  -1.68
H  -4.11  0.09  0.71
H  -2.64  1.62  0.84
H  0.03  -0.20  -2.23
H  2.96  -1.12  0.80
H  2.38  0.48  0.59
C  1.43  -1.00  -0.71
H  -2.20  0.80  2.33
C  2.65  -0.42  0.02

Values from the calculation:
Kohn-Sham gap (eV): 10.438
Energy relative to the best compared isomer or geometry (same formula, charge and spin) (kJ/mol): 143.9
HOMO energy (eV): -9.42
Max |F| (eV Å⁻¹): 1.96

=====

No. 12
# C6H12O

An isolated molecule of C6H12O (ωB97M-V with the def2-TZVPD basis set, the OMol25 dataset).

Element x y z (Å)
C  -1.04  -0.16  0.52
C  -0.96  -1.12  -0.66
H  0.37  1.71  -0.94
H  -1.19  -0.66  -1.62
H  1.49  -1.92  -0.75
H  -1.55  -2.03  -0.52
H  0.36  0.69  1.94
C  -0.01  1.71  0.08
H  -2.09  1.37  -0.74
H  0.06  -1.46  -0.73
C  2.10  -1.12  -0.31
H  2.48  -0.53  -1.15
H  0.23  2.68  0.54
O  1.55  -0.32  0.75
H  -1.55  -0.63  1.37
C  -1.49  1.27  0.17
H  -2.04  1.75  0.99
C  0.35  0.43  0.88
H  2.91  -1.65  0.19

Values from the calculation:
Kohn-Sham gap (eV): 10.466
Energy relative to the best compared isomer or geometry (same formula, charge and spin) (kJ/mol): 226.2
HOMO energy (eV): -9.41
Max |F| (eV Å⁻¹): 0.53